Entry 1:
The following is a DFT calculation (wB97M-V/def2-TZVPD) of a structure of composition C31H35F9N4OP2Sr at a distorted geometry.

Output
Relative energy (zero: lowest compared OMol25 entry of this formula, charge and spin)   0.0 kcal per mole
DFT total energy   -3108.66242 a.u.
E_HOMO   -6.43 eV
Total charge   0
Kohn-Sham gap   6.09 eV
E_LUMO   -0.3 eV

XYZ file:
```
83
Properties=species:S:1:pos:R:3:mulliken_charge:R:1
Sr -1.98066 -1.45471 0.72659 1.648
C 4.22009 -2.69531 -1.83512 -0.601
C 4.41468 -1.52034 -1.22544 -0.492
C 4.78157 -0.27115 -1.96589 -1.176
C 3.88066 0.04983 -3.17283 -1.251
C 2.44905 -0.42976 -3.10461 0.253
C 2.03983 -1.65051 -3.45728 -0.046
C 3.00040 -2.61351 -4.11032 -1.181
C 4.29265 -2.92883 -3.30803 -0.821
C -4.19107 -0.45826 -0.13808 -1.341
H 4.07465 -3.61955 -1.28373 0.585
H 4.46709 -1.44200 -0.13647 1.310
H 5.83386 -0.33370 -2.31751 0.381
H 4.76717 0.56695 -1.25137 0.318
H 3.86239 1.14715 -3.30771 0.390
H 4.37024 -0.38249 -4.05951 0.331
H 1.74768 0.35689 -2.86817 0.607
H 0.98805 -1.93653 -3.44891 0.400
H 3.33038 -2.22722 -5.09624 0.315
H 2.46834 -3.55199 -4.32354 0.336
H 4.53051 -3.99642 -3.46561 0.435
H 5.11180 -2.33144 -3.73687 0.348
H -5.04758 -1.06190 0.20590 0.091
H -4.26863 -0.25300 -1.21144 0.447
H -4.18341 0.50091 0.42007 0.296
P -1.16033 1.10119 -0.83471 0.422
P 0.47397 0.56950 1.91644 -0.017
N -1.43490 0.46130 -2.47616 0.886
N -1.78262 2.72680 -1.11615 0.480
N 0.98446 -1.07255 1.41741 0.273
N 1.51429 0.75417 3.32502 0.455
C 0.64350 1.35681 -0.85469 0.326
C 1.26465 1.50492 0.55813 -1.579
C -2.07820 -0.76650 -2.69702 -0.362
C -2.15714 -0.98726 -4.06328 -0.774
C -1.52479 0.11767 -4.71317 -0.844
C -1.08347 0.98340 -3.72156 -0.463
C -3.13507 3.01043 -1.35394 -0.614
C -3.29624 4.38082 -1.42037 -0.622
C -1.99989 4.98154 -1.26839 -0.698
C -1.08847 3.94598 -1.10063 -0.342
C 0.37047 -2.30605 1.76723 -1.343
C 0.99066 -3.31666 1.05950 -1.200
C 2.14432 -2.75684 0.47264 -0.363
C 2.10601 -1.39097 0.67141 0.161
C 2.87653 0.55902 3.60082 -0.219
C 3.12172 0.87200 4.92404 -0.599
C 1.87028 1.28177 5.51119 -0.688
C 0.90883 1.21202 4.51576 -0.304
H 0.84479 2.24447 -1.47340 1.209
H 1.12218 0.49896 -1.34192 -1.758
H 2.34823 1.32914 0.55990 0.584
H 1.14514 2.55774 0.84458 0.462
H -2.48177 -1.34167 -1.86954 0.280
H -2.61196 -1.85424 -4.51313 0.436
H -1.41919 0.23435 -5.78274 0.445
H -0.53049 1.90839 -3.81560 0.520
H -3.85421 2.20480 -1.32183 0.364
H -4.22936 4.90179 -1.57170 0.450
H -1.77918 6.04178 -1.26528 0.434
H -0.03256 3.98054 -0.87517 0.380
H -0.32421 -2.30212 2.62013 0.997
H 0.68064 -4.36013 0.96566 0.502
H 2.97250 -3.30497 0.03837 0.365
H 2.84521 -0.63069 0.46552 0.218
H 3.56975 0.22577 2.83204 0.317
H 4.07029 0.83007 5.45736 0.428
H 1.68953 1.58821 6.53381 0.435
H -0.14507 1.43402 4.51141 0.338
F -4.81979 1.62611 2.03936 -0.240
C -5.09879 0.64807 2.93763 0.235
F -5.78710 1.26022 3.95387 -0.287
F -6.00526 -0.18906 2.34696 -0.265
C -3.75794 -0.08193 3.40578 0.916
O -2.80546 -0.20455 2.44400 -0.475
C -3.22481 0.72241 4.65021 0.501
F -4.00055 0.65886 5.76010 -0.267
F -1.99763 0.23165 5.01114 -0.230
F -3.04851 2.04234 4.33457 -0.268
C -4.13035 -1.52963 3.79619 0.190
F -5.26353 -1.62802 4.52689 -0.266
F -4.29878 -2.28994 2.65002 -0.239
F -3.13001 -2.13835 4.49744 -0.265
```


Entry 2:
The following is a DFT calculation (wB97M-V/def2-TZVPD) of a structure of composition C9H20Al2BBrCl2CsF7LiN2O12PSV at a distorted geometry.

Output
Relative energy (zero: lowest compared OMol25 entry of this formula, charge and spin)   0.0 kcal per mole
DFT total energy   -7780.96994 a.u.
E_HOMO   -10.35 eV
Total charge   +1
Kohn-Sham gap   2.55 eV
E_LUMO   -7.8 eV

XYZ file:
```
61
Properties=species:S:1:pos:R:3:mulliken_charge:R:1
C -1.40833 -0.39474 -0.58102 -1.087
O -1.27821 -0.55521 -1.98066 -0.414
C 0.10517 -0.71545 -2.33923 -0.248
C 0.40437 -2.19041 -2.48684 -0.283
C 1.86706 -2.45023 -2.87541 -0.793
B 2.93972 -2.27520 -1.75187 -0.035
P 2.61097 -2.15789 0.14865 -0.026
C 1.34875 -3.41183 0.72820 -0.997
C 2.21657 -0.41173 0.71840 -1.329
H -0.99154 0.61379 -0.33671 0.140
H -0.84459 -1.17361 -0.07301 0.426
H -2.47398 -0.44613 -0.31332 0.635
H 0.70999 -0.26861 -1.54446 0.061
H 0.22728 -0.17889 -3.27811 0.388
H 0.05522 -2.76150 -1.62696 0.055
H -0.21708 -2.52576 -3.32092 0.425
H 2.13212 -1.72066 -3.65472 0.334
H 1.95645 -3.42145 -3.37149 0.384
H 4.07731 -2.24560 -2.07764 -0.074
H 0.51572 -2.92039 1.23625 0.286
H 1.84057 -4.01779 1.48664 0.602
H 1.02040 -4.07139 -0.07011 0.316
H 2.75659 -0.22679 1.68354 0.354
H 2.61816 0.31332 0.01313 0.194
H 1.14197 -0.27862 0.85028 0.607
Cs 3.10819 -1.35364 3.38213 1.068
C -3.09711 1.69647 5.62638 0.619
F -3.95272 2.67792 5.77170 -0.145
F -2.86285 1.14577 6.82769 -0.210
F -3.58043 0.79015 4.81291 -0.140
S -1.50623 2.32491 4.93346 0.809
O -1.01214 3.35940 5.97088 -0.504
O -1.76702 2.93133 3.68491 -0.285
O -0.57940 1.21393 4.87131 -0.592
N 5.00909 -0.36726 -3.79616 0.990
O 4.48745 0.08284 -4.81161 -0.570
O 4.98239 0.23870 -2.72807 -0.528
O 5.59185 -1.48989 -3.85287 -0.525
Al -0.49159 4.40062 7.53320 0.556
N -1.74653 -5.15523 1.37934 1.081
O -1.23593 -4.67959 2.40581 -0.511
O -2.89231 -4.83113 1.06817 -0.484
O -1.09570 -5.91789 0.66711 -0.511
Cl -2.89995 5.62805 -2.17667 -0.168
C -1.87128 4.25757 -2.64354 -0.514
C -2.17694 3.01769 -1.84254 -0.083
Cl -1.70996 3.19495 -0.12464 -0.091
H -0.83306 4.55953 -2.52604 0.295
H -2.05657 4.06094 -3.69845 0.342
H -1.61480 2.17452 -2.24399 -0.028
H -3.23601 2.77221 -1.87112 0.329
Br -1.96426 0.32770 1.68796 0.356
O 8.33293 -3.90375 -7.25188 -0.636
V 7.72031 -2.51779 -6.59451 1.843
O 7.61195 -0.85880 -6.55410 -0.554
F -5.15607 3.91965 0.76604 -0.344
Al -5.37589 3.35365 2.34573 0.443
F -5.21854 1.65385 2.34712 -0.367
F -6.88276 3.80904 2.94329 -0.363
F -4.15402 4.00283 3.34775 -0.343
Li 0.79525 3.37354 5.16063 0.842
```


Entry 3:
The following is a DFT calculation (wB97M-V/def2-TZVPD) of a structure of composition C21H13AuI2N3O.

Output
Relative energy (zero: lowest compared OMol25 entry of this formula, charge and spin)   0.0 kcal per mole
DFT total energy   -1778.36373 a.u.
E_HOMO   -10.89 eV
Total charge   +1
Kohn-Sham gap   6.19 eV
E_LUMO   -4.7 eV

XYZ file:
```
41
Properties=species:S:1:pos:R:3:nbo_charge:R:1
Au -0.32389 0.02407 -0.14828 1.297
C 1.42864 1.41290 5.16448 -0.163
C 0.12029 1.88477 5.10658 -0.195
C -0.63345 1.71958 3.96408 -0.219
C -0.06664 1.07510 2.85950 0.143
C 1.23421 0.59993 2.90765 -0.229
C 1.97664 0.77334 4.06763 -0.188
N -0.86991 0.89529 1.67053 -0.205
N -2.06132 1.24817 1.76184 -0.074
C -2.83199 1.08363 0.62876 0.073
C -4.14504 1.53545 0.65822 -0.150
C -4.91201 1.44275 -0.49101 -0.208
C -4.33989 0.92793 -1.64175 -0.145
C -3.01844 0.46888 -1.65844 -0.249
C -2.25263 0.50699 -0.51550 -0.244
H 2.01219 1.54613 6.06502 0.231
H -0.31561 2.38527 5.96011 0.232
H -1.64613 2.08699 3.92388 0.242
H 1.67796 0.10038 2.06385 0.265
H 2.99082 0.39930 4.10079 0.229
H -4.53158 1.96182 1.57350 0.244
H -5.93472 1.79146 -0.49651 0.241
H -4.91572 0.88292 -2.55637 0.235
H -2.63255 0.13353 -2.60983 0.220
I 4.86129 -0.04948 0.58481 0.225
C 3.69499 -0.80351 -0.95193 -0.230
C 4.29687 -1.45585 -2.04542 -0.221
C 3.55165 -1.98011 -3.06744 -0.161
I 4.52731 -2.95380 -4.62923 0.212
C 2.13713 -1.86531 -3.03941 -0.117
C 1.25661 -2.39446 -4.00270 -0.052
C -0.09740 -2.25823 -3.84427 -0.270
C -0.59560 -1.56140 -2.74369 0.099
N 0.19621 -1.01787 -1.83879 -0.479
C 1.55887 -1.18397 -1.94764 0.094
C 2.32716 -0.65851 -0.88728 0.353
O 1.69606 -0.06726 0.11042 -0.808
H 5.37392 -1.54845 -2.06260 0.251
H 1.65978 -2.92805 -4.85299 0.250
H -0.79479 -2.68154 -4.55140 0.250
H -1.65926 -1.47878 -2.58916 0.223
```


Entry 4:
The following is a DFT calculation (wB97M-V/def2-TZVPD) of a cluster of 2 separate species, C3H13N2O in total at a distorted geometry.

Output
Relative energy (zero: lowest compared OMol25 entry of this formula, charge and spin)   39.2 kcal per mole
DFT total energy   -306.57317 a.u.
E_HOMO   -13.88 eV
Total charge   +1
Kohn-Sham gap   10.78 eV
E_LUMO   -3.1 eV

XYZ file:
```
19
Properties=species:S:1:pos:R:3:nbo_charge:R:1
N 0.83732 0.39834 0.17677 -0.731
C -0.69896 0.10614 -0.09558 -0.020
C -1.19248 -1.29311 0.49304 -0.644
C -0.72055 0.07573 -1.68514 -0.239
N 0.38388 -0.73564 -2.15031 -0.895
H 1.34537 0.62119 -0.77204 0.464
H 1.27443 -0.45953 0.60224 0.438
H 1.10206 1.17650 0.80430 0.470
H -1.24980 0.88612 0.27099 0.221
H -0.31610 -1.98743 0.71413 0.220
H -1.95847 -1.76970 -0.02729 0.245
H -1.54763 -1.08140 1.62433 0.242
H -1.64502 -0.11851 -2.10947 0.213
H -0.60208 1.17547 -2.03319 0.196
H 0.11680 -1.71277 -2.11239 0.397
H 0.71504 -0.25325 -3.00604 0.406
H 1.45363 0.87151 3.28979 0.490
H 1.53153 2.46649 3.27507 0.515
O 1.17106 1.63386 2.74080 -0.989
```


Entry 5:
The following is a DFT calculation (wB97M-V/def2-TZVPD) of a cluster of 2 separate species, C4H10O in total at a distorted geometry.

Output
Relative energy (zero: lowest compared OMol25 entry of this formula, charge and spin)   57.9 kcal per mole
DFT total energy   -233.55274 a.u.
Structure (SMILES)   C=C.CCO
E_HOMO   -9.92 eV
Total charge   0
Kohn-Sham gap   10.81 eV
E_LUMO   0.9 eV

XYZ file:
```
15
Properties=species:S:1:pos:R:3:nbo_charge:R:1
C 3.81957 -2.05342 0.36558 -0.375
C 2.81629 -2.97023 0.31546 -0.406
H 4.86862 -2.30404 0.63558 0.196
H 3.66024 -0.99783 0.09774 0.196
H 2.85859 -4.06646 0.56223 0.198
H 2.04602 -2.81079 -0.42240 0.193
C -1.34224 1.46203 -0.72654 -0.632
C -2.67418 1.53688 0.11203 -0.080
O -3.40772 2.81784 -0.19198 -0.742
H -0.58720 2.05722 -0.27380 0.219
H -0.94008 0.38003 -0.64590 0.206
H -1.52315 1.51673 -1.78933 0.224
H -2.43206 1.51036 1.22492 0.159
H -3.50987 0.80194 0.04069 0.183
H -3.65285 3.11972 0.69572 0.462
```